ORCA calculation (ωB97M-V/def2-TZVPD) on a 2-piece molecular cluster, C4H7N2O overall at a distorted geometry.

Last columns: bonded neighbours and bond lengths (Å).
Geometry (Å):
1 C -0.24 -0.66 -1.33  N5 1.300, N6 1.350, H8 1.164
2 C 0.41 -1.00 2.21  O7 1.188, H9 1.176
3 C 0.62 1.02 -0.04  C4 1.488, N5 1.502, H10 1.040, H11 1.135
4 C -0.79 0.71 0.30  C3 1.488, N6 1.348, H12 1.036
5 N 0.81 0.10 -1.21  C1 1.300, C3 1.502, H13 0.931
6 N -1.23 -0.30 -0.48  C1 1.350, C4 1.348, H14 0.999
7 O 1.52 -0.79 1.83  C2 1.188
8 H -0.25 -1.54 -2.08  C1 1.164
9 H 0.20 -1.84 3.00  C2 1.176
10 H 0.65 2.02 -0.33  C3 1.040
11 H 1.45 1.07 0.74  C3 1.135
12 H -1.51 1.16 0.90  C4 1.036
13 H 1.61 0.08 -1.68  N5 0.931
14 H -2.13 -0.70 -0.35  N6 0.999

Summary:
HOMO-LUMO gap (alpha / beta) = 7.96 / 7.73 eV
electronic energy = -340.97709 Eh
lowest unoccupied orbital energy (alpha / beta) = -0.165 / -0.152 hartree
charge = +1